{"formula": "C54H78N6O24", "method": "ωB97M-V with the def2-TZVPD basis set", "species": ["O", "O", "O", "O", "O", "O", "O", "O", "O", "O", "O", "O", "O", "O", "O", "O", "O", "O", "O", "O", "O", "O", "O", "O", "N", "N", "N", "N", "N", "N", "C", "C", "C", "C", "C", "C", "C", "C", "C", "C", "C", "C", "C", "C", "C", "C", "C", "C", "C", "C", "C", "C", "C", "C", "C", "C", "C", "C", "C", "C", "C", "C", "C", "C", "C", "C", "C", "C", "C", "C", "C", "C", "C", "C", "C", "C", "C", "C", "C", "C", "C", "C", "C", "C", "H", "H", "H", "H", "H", "H", "H", "H", "H", "H", "H", "H", "H", "H", "H", "H", "H", "H", "H", "H", "H", "H", "H", "H", "H", "H", "H", "H", "H", "H", "H", "H", "H", "H", "H", "H", "H", "H", "H", "H", "H", "H", "H", "H", "H", "H", "H", "H", "H", "H", "H", "H", "H", "H", "H", "H", "H", "H", "H", "H", "H", "H", "H", "H", "H", "H", "H", "H", "H", "H", "H", "H", "H", "H", "H", "H", "H", "H"], "xyz": [[4.40116, 1.60299, 0.71725], [-6.73903, -2.33770, -1.69386], [-0.67111, -0.84763, -1.26689], [1.57808, 3.02189, 5.30474], [5.23413, 2.07359, 2.84131], [3.54196, 0.96975, -4.02126], [4.18061, 4.88090, 3.88133], [2.83125, 5.76438, 2.17765], [-4.87965, -1.69521, -0.54917], [4.42433, 2.95290, -4.20685], [3.95954, 7.11999, 3.49612], [0.50527, 0.93360, -0.86753], [0.08887, 2.37431, 3.69089], [0.46137, -0.85470, 0.67981], [0.92077, 4.56303, -3.37967], [2.01141, 6.06023, -2.28035], [-3.91468, -1.39389, 3.01879], [5.43031, 3.52338, 1.35186], [0.46427, 4.82684, -1.16168], [-6.55197, -0.20727, -0.99155], [-4.88504, -2.54570, 4.56367], [-2.59839, -2.57002, 4.43347], [3.37510, 2.41107, -2.17942], [1.56754, 0.87309, 4.56902], [0.40537, -2.74426, -4.06618], [-4.76092, 3.53109, 1.54374], [-4.65816, -5.91396, 2.14069], [-6.32647, -3.42504, -5.27763], [6.20067, -2.53982, 0.70983], [1.91289, -5.87110, 2.61646], [-4.17658, -2.32086, -5.84101], [-3.67779, 2.80163, 1.91755], [4.33517, -1.58176, -0.47642], [-5.95968, -1.39647, -1.02479], [0.48890, -1.92196, -5.13182], [2.15595, 4.60637, 1.85633], [4.76388, 4.27179, -3.75750], [-2.47153, 2.73315, 1.22054], [2.90948, -0.15559, -3.42386], [3.96695, -2.79193, -1.06077], [1.45411, -2.09318, -6.15154], [4.69524, -3.88423, -0.59139], [3.67054, 5.79905, 3.24172], [-0.07435, 3.54171, -3.51007], [5.53000, 4.10322, 0.03064], [-4.41629, -6.99335, 1.33116], [-5.70154, -3.92685, -4.11223], [1.03132, 2.13114, 4.42095], [-4.59872, 4.35580, 0.48255], [4.90767, 2.34879, 1.56644], [-4.25769, -4.72713, 1.65884], [-3.55703, -4.51864, 0.44789], [1.33531, -3.74016, -3.90307], [-2.35165, 3.58873, 0.11676], [3.73230, 2.13937, -3.34368], [5.86332, -3.73770, 0.17565], [2.42292, -3.09807, -5.96116], [-3.63305, -2.88701, -4.71327], [-2.85863, -0.82477, 2.33633], [-3.29625, -5.68303, -0.30455], [0.79295, -3.76453, 2.52034], [-6.04156, 0.89591, -0.31718], [-7.70565, -1.93371, -2.69926], [-3.68663, -2.15189, 4.06586], [-4.90002, -3.33001, 5.75213], [0.72078, -6.46101, 2.66344], [1.19965, 4.40383, 5.37587], [5.11879, 0.76501, 3.33457], [2.40613, 6.78906, -1.10491], [2.39427, -3.91059, -4.79654], [1.04853, 5.16442, -2.20739], [5.42777, -1.49967, 0.36812], [-4.34040, -3.71751, -3.88664], [1.17685, 1.83084, -0.02953], [1.95608, -4.51272, 2.57357], [-5.54774, -2.63847, -6.11459], [-3.71740, -6.93901, 0.08978], [-0.42346, -4.39812, 2.47315], [0.15554, -0.28397, -0.36642], [-0.47510, -5.77358, 2.60217], [-1.07046, -2.24143, -1.10306], [-3.39507, 4.43704, -0.24436], [4.80652, 7.38434, 4.64501], [1.31809, -0.05775, 3.58896], [-1.07217, 3.91922, -3.28654], [-3.43516, -7.80722, -0.48723], [-3.25714, -3.49333, 0.28918], [-4.38684, -2.83929, 6.57914], [-1.32384, -3.80508, 2.40958], [-3.34297, 5.02368, -1.14965], [-0.05141, 2.63520, -2.90523], [2.96695, -4.13702, 2.63174], [0.30595, -0.07618, 3.18483], [2.89266, 7.69234, -1.47300], [3.23842, -3.22093, -6.65847], [0.80942, -7.53329, 2.75715], [-2.83917, -5.53531, -1.27185], [2.15320, 4.92839, 5.31525], [1.56733, -1.50999, -7.05347], [3.87552, -0.65043, -0.77267], [2.25141, 1.66513, -0.10669], [-4.99065, 1.07637, -0.54328], [-4.47300, -4.30040, 5.49895], [-4.48534, -3.87792, 2.28607], [2.19667, -0.49797, -4.17404], [4.81186, 6.62907, 5.43090], [-0.53725, -2.97149, -1.71199], [-8.17838, -2.83197, -3.09646], [2.26386, 3.88733, 2.66839], [5.86095, 7.50422, 4.39618], [-4.75588, -7.92217, 1.76520], [-2.57718, -2.79077, -4.50768], [3.62320, -0.94912, -3.20252], [3.23380, -4.57214, -4.64175], [-3.92631, -3.95353, -2.91750], [5.83170, 4.42061, -3.91793], [-1.40364, 3.55103, -0.39924], [-3.47472, -1.76866, -6.44837], [-3.73812, 2.00511, 2.64439], [-5.91713, -3.49034, 6.10976], [4.37983, -4.87081, -0.89731], [-5.44301, 4.99330, 0.26534], [-7.38545, -1.29451, -3.52206], [0.63077, 4.76472, 4.51899], [2.56957, 4.17740, 0.94364], [-1.19839, -2.72396, -0.13410], [-2.14132, -0.38464, 3.02903], [6.45659, -4.60465, 0.42632], [1.21420, 2.86514, -0.37151], [-1.44779, -6.24198, 2.57254], [4.12919, 0.39246, 3.06999], [1.00416, 1.86163, 1.04627], [0.83956, -2.68786, 2.59120], [-2.13129, -2.31414, -1.34271], [4.53551, 4.53474, -2.72464], [4.79014, 3.68109, -0.64945], [-1.62872, 2.11700, 1.49704], [-6.03013, 0.72048, 0.75855], [2.40850, 0.09990, -2.49014], [-3.18959, -0.06250, 1.63098], [3.10625, -2.93299, -1.69772], [5.36703, 5.17898, 0.09614], [1.14015, 4.95662, 1.67308], [0.58434, 4.51487, 6.26872], [-2.28361, -1.48841, 1.69053], [3.08756, 6.27643, -0.42595], [5.65127, -0.54886, 0.82900], [4.51628, 8.33160, 5.09952], [1.45991, 6.89252, -0.57384], [-6.34134, -4.43033, -3.40261], [1.76721, 0.31939, 2.67019], [-6.09893, -2.18354, -6.92430], [6.50628, 4.00093, -0.44318], [4.15719, 5.04326, -4.23170], [5.77194, 0.02853, 2.86651], [-6.70155, 1.74313, -0.50352], [-0.13658, 3.16909, -4.53250], [-0.17020, -1.09114, -5.33610], [1.13129, -4.35008, -3.03544], [5.24190, 0.83133, 4.41556], [1.70629, -1.05681, 3.78718], [-8.50173, -1.36178, -2.22255]], "forces_ev_per_a": [[0.6022, 1.3502, 2.0618], [1.1143, 1.2278, -0.0369], [0.1533, -0.8427, 0.1559], [0.2010, -2.1613, -1.0162], [-0.0029, 0.5778, -0.6733], [0.7064, 1.7461, 0.5217], [-1.8049, 1.4190, -1.6128], [2.0811, 2.1342, 1.6549], [-1.5038, 0.5343, -0.4549], [-0.9395, -0.4767, 1.4179], [-0.1195, -1.0008, 0.3035], [-1.3480, -1.3285, 0.5631], [1.2056, -0.0345, 0.2046], [-0.0021, 1.9489, -1.6213], [-0.1557, -0.3826, -0.4171], [0.8585, 0.0185, -0.8613], [-1.7364, 0.1639, -0.0739], [0.6399, 2.1491, -0.9457], [0.8058, 1.0821, -2.2104], [-1.0930, -1.2679, -1.1726], [0.0652, 1.1241, -0.2774], [-1.2796, 0.9328, -0.1955], [0.9359, -0.7557, -3.5065], [0.3462, 2.8447, 2.2035], [0.4864, 0.0801, -0.6792], [1.2131, 0.0438, -0.1285], [0.3995, -0.7551, -1.8979], [2.5284, 0.4692, 0.9665], [-0.1189, -0.6803, -0.6877], [0.1592, 1.0826, 0.0743], [-1.4130, -0.9876, -0.0756], [-0.0044, -0.8916, -1.2013], [-0.1087, 0.4140, -1.1828], [0.3221, -1.0102, -0.4332], [1.2937, -1.1891, -1.0346], [-0.5574, -1.2006, -0.1992], [-0.1641, 0.7577, 0.4508], [-0.7379, 1.7540, -0.7938], [-0.4981, -0.0214, 0.3671], [0.7677, -0.0731, 1.8341], [0.9676, -1.5682, 0.9852], [0.4336, -0.4626, -0.6993], [1.6515, -0.1425, 0.9531], [-1.6276, -0.4282, -0.0924], [-0.7726, -0.1382, -0.3218], [0.6382, 0.9488, 0.1440], [-0.0993, 1.4083, -2.9709], [-1.2213, -0.0879, 0.6029], [1.0116, -0.6015, 0.8604], [0.5245, -2.4616, -1.1597], [0.4824, -0.2309, -0.3849], [-0.8669, -1.7308, 1.6263], [-0.7829, 1.6171, -1.0581], [0.2657, -0.3421, 0.4763], [-0.3046, 0.0254, 1.4231], [-1.3299, 1.3348, 0.2887], [-0.6993, 0.1751, 1.2097], [0.9668, -0.4285, -0.4530], [2.0581, 0.8631, -0.8246], [-0.0705, 1.7363, -0.4345], [0.9154, 0.7442, 0.2078], [1.0654, 0.5157, 1.4937], [-1.0809, 0.5180, 0.8904], [0.8455, -2.2152, 0.8539], [0.4223, -0.5297, 0.1758], [0.6939, -0.0656, -0.0343], [-0.1611, -0.3245, -0.8255], [-1.3021, -0.9397, -0.2184], [-1.0774, -0.2517, 0.1413], [-0.3227, 1.0176, -0.7696], [-0.4786, -1.7481, 2.8365], [0.1137, -0.6823, 0.4054], [-1.7849, 0.3224, 1.1686], [3.0290, 1.1588, 0.9352], [-0.4259, -1.8877, 0.1995], [0.1421, -0.7283, 2.1793], [-0.6737, 0.6885, 1.8757], [-0.2998, -0.1170, 0.2945], [-0.1582, -1.2746, 0.8372], [-0.4555, 0.2803, -0.5535], [-1.3282, -0.5575, 0.1738], [-0.6154, -0.8467, 0.2621], [0.4101, 0.1447, 0.3291], [-0.5084, -0.0469, -3.2059], [0.0561, 0.5167, 0.0063], [-0.3397, -0.1322, 0.0645], [0.0273, -0.1961, -0.7502], [0.3885, -0.0552, -0.2412], [-0.1313, -0.0483, 0.0761], [0.0845, 0.2811, 0.1048], [1.1534, 0.2831, 0.5792], [-0.0671, 0.5167, -0.1375], [-0.5238, -0.3121, 0.9761], [-0.4273, 0.0208, 0.1744], [-0.0206, -0.0193, -0.1346], [-0.4745, -0.2215, -0.0239], [0.3972, -0.2584, -0.1040], [-0.1925, 0.1509, 0.7713], [-0.5096, 0.3811, 0.1331], [-0.2687, 0.0945, 0.2238], [0.1202, -0.6961, 0.1194], [-0.0748, 0.2421, -0.5063], [0.1891, 0.0098, 0.3918], [-0.0610, 0.1235, 0.0702], [0.0757, -0.0467, 0.3422], [-0.5787, -0.2757, -0.3717], [0.3641, 0.7591, -0.2691], [0.4789, -0.0570, 0.0878], [-0.3608, -0.1242, -0.0875], [-0.0798, -0.1400, -0.6723], [0.0043, -0.2398, -0.1942], [0.1724, 0.4147, 0.0785], [0.2390, 0.1884, -0.2287], [-0.2537, -0.3537, 0.2164], [0.1207, -0.5354, -0.0237], [-0.1766, -0.0286, -0.2160], [-0.0513, 0.3266, -0.4108], [-0.6070, 0.3385, -0.4652], [-0.8577, 0.4193, 0.7757], [-0.1623, 0.2730, -0.6490], [0.1850, -0.2243, -0.0491], [-0.1166, -0.0244, -0.2238], [0.8719, -0.3062, 0.1522], [-0.2515, -0.4837, -0.1386], [-0.0117, -0.0686, -0.0834], [1.2415, 1.0065, 0.8615], [0.0039, 0.0995, 0.0595], [0.1376, 0.0411, 0.1174], [-1.3196, -0.2189, -0.5892], [0.0460, -0.3598, 0.1495], [-0.2500, -0.0652, 0.4120], [-0.9782, -0.6242, -0.0855], [-0.0059, 0.0754, -0.3663], [-0.0131, 0.6012, -0.9751], [0.0881, -1.0179, 0.3464], [-0.0775, -0.1822, 0.1712], [-0.1560, -0.1578, 0.2976], [-0.2560, -0.1134, 0.1413], [-0.1216, 0.1981, -0.1203], [-0.6117, 0.0131, 0.4066], [-0.0185, 0.1757, -0.0898], [-0.1722, -0.0681, 0.4659], [-0.1650, -0.6917, 0.0333], [0.4227, 0.3363, 0.0585], [-0.1246, -0.6882, 0.2673], [0.0661, -0.4938, -0.4123], [0.1365, 0.0522, -0.1253], [-0.4384, -0.0627, -0.3424], [0.3338, 0.8540, 0.3873], [0.0071, -0.1786, -0.1257], [0.7520, -0.3382, -0.2108], [0.1045, -0.1460, -0.2724], [0.2168, -0.5269, 0.5286], [0.1358, -0.3298, -0.8575], [0.6148, 0.4178, 0.1249], [0.2781, -0.1384, -0.2645], [0.6252, 0.5684, -0.1427], [-0.6593, -0.0503, 0.8901], [0.3886, -0.2048, 0.0838], [0.0499, -0.1189, -0.2417], [-0.0617, 0.4091, 0.6063], [-0.0362, -0.0214, 0.2361]], "energy_ev": -115338.4054, "largest_force_ha_per_bohr": 0.0721, "homo_lumo_gap_ha": 0.3486}